[1]
{"formula": "C11H21N7O7P2PtS", "method": "ωB97M-V/def2-TZVPD", "symbols": ["Pt", "N", "C", "S", "N", "N", "C", "C", "C", "C", "C", "C", "N", "H", "H", "H", "H", "H", "H", "H", "N", "C", "C", "P", "O", "O", "O", "P", "O", "O", "O", "H", "H", "H", "H", "H", "H", "H", "H", "C", "N", "C", "N", "O", "H", "H", "H", "H", "H", "H"], "xyz": [[-0.014, -0.337, 0.067], [-0.674, 3.782, 1.797], [-0.186, 2.598, 1.474], [-0.155, 2.143, -0.234], [0.334, 1.812, 2.386], [0.860, 0.683, 2.028], [1.772, 0.031, 2.653], [2.374, -1.088, 1.966], [3.430, -1.817, 2.515], [4.040, -2.799, 1.750], [3.586, -3.029, 0.462], [2.522, -2.269, -0.019], [1.944, -1.339, 0.715], [-1.003, 4.422, 1.087], [-0.636, 4.110, 2.754], [2.153, 0.355, 3.618], [3.770, -1.615, 3.517], [4.867, -3.371, 2.143], [4.044, -3.777, -0.167], [2.140, -2.415, -1.020], [-3.178, -1.813, -3.291], [-2.201, -1.953, -2.185], [-1.726, -3.373, -2.064], [-0.812, -0.821, -2.759], [-1.353, 0.619, -2.274], [-0.881, -0.956, -4.227], [0.464, -1.089, -2.002], [-3.079, -1.211, -0.681], [-3.520, -2.504, 0.155], [-4.222, -0.512, -1.306], [-2.185, -0.401, 0.237], [-3.629, -2.689, -3.577], [-2.620, -1.436, -4.102], [-3.907, -1.131, -2.944], [-1.159, -3.650, -2.955], [-2.559, -4.067, -1.939], [-1.071, -3.466, -1.201], [-1.598, 1.214, -2.989], [-4.473, -2.586, 0.206], [-1.475, -2.809, 4.128], [-1.175, -2.334, 2.791], [-0.706, -3.109, 1.797], [-0.418, -4.394, 2.070], [-0.468, -2.656, 0.657], [-1.636, -1.957, 4.785], [-0.630, -3.377, 4.518], [-2.372, -3.435, 4.157], [-1.577, -1.448, 2.512], [-0.773, -4.863, 2.886], [-0.103, -4.967, 1.305]], "e_homo_ha": [-0.5583, -0.5641], "spin_multiplicity": 5, "s2": 6.04, "e_above_lowest_kcal_mol": 48.2, "total_energy_ev": -69158.2899, "lumo_energy_ev": [-7.4, -10.1], "charge": 2, "fmax_ev_per_a": 4.05, "orbital_gap_ha": [0.287, 0.193]}

[2]
{"formula": "C40H113N7O13", "method": "ωB97M-V/def2-TZVPD", "symbols": ["C", "C", "O", "H", "H", "H", "H", "H", "H", "C", "C", "O", "H", "H", "H", "H", "H", "H", "C", "C", "O", "H", "H", "H", "H", "H", "H", "C", "C", "O", "H", "H", "H", "H", "H", "H", "C", "C", "O", "H", "H", "H", "H", "H", "H", "C", "C", "O", "H", "H", "H", "H", "H", "H", "C", "C", "C", "O", "C", "N", "H", "H", "H", "H", "H", "H", "H", "H", "H", "H", "H", "C", "C", "C", "O", "C", "N", "H", "H", "H", "H", "H", "H", "H", "H", "H", "H", "H", "C", "C", "C", "O", "C", "N", "H", "H", "H", "H", "H", "H", "H", "H", "H", "H", "H", "C", "C", "C", "O", "C", "N", "H", "H", "H", "H", "H", "H", "H", "H", "H", "H", "H", "C", "C", "C", "O", "C", "N", "H", "H", "H", "H", "H", "H", "H", "H", "H", "H", "H", "C", "C", "C", "O", "C", "N", "H", "H", "H", "H", "H", "H", "H", "H", "H", "H", "H", "C", "C", "C", "O", "C", "N", "H", "H", "H", "H", "H", "H", "H", "H", "H", "H", "H"], "xyz": [[2.164, 1.386, -3.400], [2.053, -0.122, -3.289], [0.678, -0.404, -3.280], [1.483, 1.699, -4.174], [3.218, 1.703, -3.582], [1.861, 1.895, -2.501], [2.510, -0.497, -2.423], [2.474, -0.553, -4.160], [0.600, -1.353, -3.464], [2.306, -1.617, 6.248], [1.115, -1.193, 5.355], [-0.107, -1.601, 5.862], [3.200, -1.155, 5.880], [2.430, -2.683, 6.305], [2.172, -1.277, 7.275], [1.279, -1.578, 4.313], [1.145, -0.088, 5.347], [-0.733, -1.697, 5.112], [4.141, -1.485, 2.740], [4.190, -0.012, 3.223], [3.813, 0.848, 2.111], [5.060, -1.828, 2.301], [3.287, -1.614, 2.012], [3.831, -2.007, 3.629], [5.155, 0.290, 3.596], [3.577, 0.116, 4.071], [3.980, 1.789, 2.290], [5.713, 1.794, -1.389], [5.526, 0.328, -0.983], [4.273, 0.023, -0.407], [6.635, 2.104, -1.745], [5.532, 2.356, -0.473], [4.838, 1.970, -2.066], [6.361, 0.006, -0.293], [5.602, -0.221, -1.915], [4.171, 0.362, 0.477], [0.418, -0.232, 1.519], [0.553, -0.570, 0.024], [-0.514, -1.322, -0.380], [0.320, -1.165, 2.096], [-0.406, 0.424, 1.705], [1.354, 0.157, 1.852], [1.531, -1.140, -0.197], [0.692, 0.344, -0.565], [-0.948, -1.054, -1.253], [0.030, -4.291, 1.150], [-1.420, -4.350, 0.604], [-2.146, -3.134, 0.875], [0.135, -4.068, 2.199], [0.556, -3.546, 0.645], [0.545, -5.248, 0.874], [-1.973, -5.155, 1.118], [-1.459, -4.468, -0.468], [-1.548, -2.441, 0.599], [-2.834, 4.734, -2.344], [-2.006, 4.168, -3.521], [-0.555, 4.682, -3.497], [0.089, 4.146, -4.632], [1.452, 4.634, -4.740], [-2.156, 2.712, -3.603], [-3.153, 5.773, -2.501], [-2.412, 4.589, -1.361], [-3.725, 4.122, -2.362], [-2.431, 4.567, -4.399], [-0.088, 4.286, -2.583], [-0.557, 5.766, -3.460], [2.019, 3.776, -5.052], [1.800, 5.000, -3.771], [1.605, 5.474, -5.414], [-1.593, 2.398, -2.810], [-1.585, 2.502, -4.468], [-4.432, -1.139, 2.664], [-3.182, -0.862, 3.522], [-3.351, -0.092, 4.833], [-3.662, 1.301, 4.597], [-3.379, 2.087, 5.723], [-2.428, -2.079, 3.886], [-4.907, -0.161, 2.343], [-5.259, -1.605, 3.252], [-4.150, -1.818, 1.843], [-2.455, -0.352, 2.889], [-2.432, -0.142, 5.440], [-4.158, -0.535, 5.451], [-2.308, 2.012, 5.971], [-3.910, 1.870, 6.629], [-3.578, 3.107, 5.402], [-2.344, -2.661, 3.056], [-3.113, -2.590, 4.476], [5.008, -6.301, 0.566], [5.105, -4.897, 1.154], [4.972, -3.934, 0.023], [3.720, -4.025, -0.633], [3.803, -3.164, -1.744], [4.055, -4.768, 2.157], [5.088, -7.008, 1.413], [5.877, -6.480, -0.074], [4.083, -6.481, 0.007], [6.097, -4.627, 1.660], [5.796, -4.056, -0.736], [5.065, -2.939, 0.348], [2.840, -3.097, -2.248], [4.505, -3.600, -2.468], [4.177, -2.198, -1.503], [3.457, -3.940, 2.073], [3.392, -5.482, 1.893], [-0.067, -1.763, -6.288], [0.299, -3.261, -6.284], [-0.290, -3.836, -4.988], [0.514, -3.344, -3.947], [-0.008, -3.713, -2.661], [-0.358, -3.911, -7.390], [0.191, -1.440, -5.295], [-1.149, -1.705, -6.470], [0.489, -1.071, -7.003], [1.390, -3.390, -6.235], [-0.218, -4.925, -4.967], [-1.357, -3.577, -4.976], [-1.053, -3.429, -2.419], [0.563, -3.256, -1.891], [-0.006, -4.829, -2.717], [-0.173, -3.383, -8.301], [-0.291, -4.882, -7.514], [2.294, 3.478, 0.561], [2.701, 3.823, 1.975], [1.916, 3.134, 3.028], [0.783, 3.893, 3.366], [-0.162, 3.192, 4.147], [4.138, 3.488, 2.090], [2.511, 2.369, 0.429], [2.756, 4.116, -0.165], [1.237, 3.695, 0.494], [2.455, 4.866, 2.187], [2.528, 2.940, 3.915], [1.554, 2.162, 2.622], [0.234, 2.640, 4.987], [-0.677, 2.443, 3.552], [-0.864, 3.999, 4.480], [4.558, 3.675, 1.201], [4.594, 4.072, 2.749], [-6.124, 4.965, 3.683], [-5.090, 5.700, 2.845], [-4.458, 4.807, 1.732], [-3.846, 3.692, 2.359], [-3.343, 2.799, 1.446], [-5.692, 6.912, 2.277], [-6.537, 5.592, 4.527], [-5.688, 4.009, 4.032], [-6.978, 4.698, 2.991], [-4.190, 5.990, 3.383], [-3.770, 5.478, 1.179], [-5.284, 4.366, 1.160], [-2.837, 2.016, 2.099], [-2.618, 3.309, 0.854], [-4.111, 2.331, 0.784], [-5.066, 7.621, 2.047], [-6.226, 6.710, 1.432], [-4.193, -0.279, -1.660], [-3.313, -1.451, -2.222], [-4.103, -2.137, -3.374], [-3.357, -3.263, -3.849], [-3.799, -3.730, -5.121], [-2.087, -0.778, -2.801], [-5.019, -0.597, -0.984], [-4.670, 0.295, -2.425], [-3.558, 0.421, -1.130], [-2.990, -2.085, -1.339], [-4.136, -1.344, -4.185], [-5.186, -2.396, -3.214], [-3.623, -3.159, -6.036], [-4.914, -3.919, -5.118], [-3.263, -4.729, -5.288], [-1.746, -1.365, -3.556], [-2.331, 0.149, -3.151]], "e_homo_ha": -0.3366, "e_above_lowest_kcal_mol": 42.7, "total_energy_ev": -80354.6984, "lumo_energy_ev": 0.5, "fmax_ev_per_a": 3.97, "orbital_gap_ha": 0.357}

[3]
{"formula": "C5H13O", "method": "ωB97M-V/def2-TZVPD", "symbols": ["C", "O", "C", "H", "H", "H", "H", "H", "C", "C", "C", "H", "H", "H", "H", "H", "H", "H", "H"], "xyz": [[-0.240, 0.299, -3.033], [-1.387, -0.095, -3.595], [-0.188, 0.040, -1.501], [-0.010, 1.398, -3.160], [0.683, -0.208, -3.447], [0.753, 0.374, -1.040], [-0.331, -1.034, -1.347], [-1.033, 0.569, -1.048], [0.923, 1.131, 2.375], [0.004, -0.069, 2.218], [0.565, -1.321, 2.886], [1.076, 1.388, 3.426], [0.520, 2.010, 1.869], [1.898, 0.923, 1.929], [-0.151, -0.273, 1.158], [-0.979, 0.149, 2.644], [-0.095, -2.179, 2.747], [1.534, -1.586, 2.456], [0.718, -1.168, 3.957]], "e_homo_ha": -0.0750, "e_above_lowest_kcal_mol": 5.9, "total_energy_ev": -7442.6719, "lumo_energy_ev": 3.4, "charge": -1, "fmax_ev_per_a": 0.35, "orbital_gap_ha": 0.199}

[4]
{"formula": "C4H5IO", "method": "ωB97M-V/def2-TZVPD", "symbols": ["C", "C", "C", "C", "O", "I", "H", "H", "H", "H", "H"], "xyz": [[1.819, -1.033, -0.112], [-1.026, 0.144, 0.706], [-0.641, 1.036, -0.443], [-0.714, -0.455, -0.541], [2.226, -2.035, 0.307], [3.062, 0.794, -0.044], [-0.387, 0.084, 1.600], [-1.974, -0.227, 1.026], [-1.544, 1.575, -0.913], [0.328, 1.409, -0.496], [-1.150, -1.291, -1.091]], "e_homo_ha": [-0.3140, -0.3031], "e_above_lowest_kcal_mol": 92.7, "total_energy_ev": -14372.3948, "lumo_energy_ev": [-0.3, -1.5], "fmax_ev_per_a": 5.00, "orbital_gap_ha": [0.304, 0.248]}

Question: Which formula does entry 3 have?
Answer: C5H13O